Record 1
This record from OMol25 describes a structure of composition C40H42BaN2. The level of theory is ωB97M-V with the def2-TZVPD basis set.

XYZ file:
```
85
Properties=species:S:1:pos:R:3:forces:R:3
Ba -1.2549 -0.6908 0.7759 0.347 0.019 -0.708
C -2.6601 0.0682 3.2718 -0.113 0.043 -0.028
C -2.2376 -1.2582 3.4895 -0.091 -0.080 0.043
C -0.8259 -1.2546 3.5816 0.060 -0.124 0.135
C -0.3723 0.0691 3.4316 -0.084 0.098 0.056
C -1.5078 0.8877 3.2266 0.032 0.116 0.116
C -1.5389 2.3762 3.0225 -0.019 0.020 0.094
C 1.0686 0.4838 3.4165 0.054 0.096 0.121
C 0.0549 -2.4580 3.7578 -0.020 -0.049 0.087
C -3.1013 -2.4886 3.5248 0.001 0.004 0.041
C -4.0582 0.5574 3.0132 -0.003 0.005 0.049
H -1.8705 2.9115 3.9220 0.027 -0.013 0.002
H -2.2353 2.6635 2.2287 0.002 0.007 -0.016
H -0.5574 2.7738 2.7580 -0.006 -0.010 -0.024
H 1.5454 0.3185 4.3885 0.034 -0.011 -0.018
H 1.1782 1.5459 3.1886 0.007 -0.004 -0.014
H 1.6581 -0.0592 2.6728 0.008 -0.029 -0.013
H 0.3591 -2.6012 4.8021 0.030 0.002 -0.013
H 0.9693 -2.3825 3.1633 0.004 0.002 0.003
H -0.4570 -3.3765 3.4551 0.008 0.009 -0.016
H -4.1594 -2.2344 3.4470 0.003 0.002 -0.008
H -2.9695 -3.0600 4.4499 0.008 0.008 -0.002
H -2.8841 -3.1837 2.7021 -0.005 -0.001 0.004
H -4.3301 1.3859 3.6770 0.011 0.001 0.001
H -4.7968 -0.2318 3.1611 0.004 -0.003 -0.007
H -4.1937 0.9157 1.9849 -0.013 0.000 0.002
C -3.7010 4.0596 -1.1561 -0.021 -0.003 0.013
C -2.2543 3.8024 -0.7344 0.027 0.044 0.044
C -1.3643 3.3460 -1.8594 0.000 0.091 -0.070
C -0.6076 4.2687 -2.5736 -0.021 0.002 0.031
C 0.2164 3.8616 -3.6093 0.015 0.005 -0.032
C 0.2952 2.5152 -3.9276 0.031 0.024 0.038
C -0.4419 1.5614 -3.2347 0.033 0.033 0.005
C -0.3077 0.1055 -3.5926 0.019 0.008 0.101
C -1.2669 -0.3179 -4.7043 -0.009 -0.044 0.021
C -1.2910 1.9944 -2.2085 -0.095 -0.080 -0.008
N -2.0503 1.0492 -1.4730 0.100 -0.124 0.037
C -3.2176 0.7507 -1.9125 0.059 0.079 -0.044
C -4.0976 -0.2213 -1.3419 -0.053 -0.208 0.024
C -5.4539 -0.3582 -1.6621 -0.036 0.089 -0.106
C -5.9449 -1.3844 -0.8560 -0.019 -0.037 0.038
C -4.8483 -1.8215 -0.1044 0.073 -0.173 0.080
N -3.7258 -1.1427 -0.3865 -0.286 0.321 -0.119
H -4.2898 4.4201 -0.3095 -0.016 0.004 -0.009
H -4.1719 3.1477 -1.5247 0.002 0.036 0.016
H -3.7475 4.8080 -1.9503 0.010 0.003 -0.011
H -2.2412 3.0528 0.0569 -0.016 -0.026 0.023
H -1.8385 4.7204 -0.3096 0.010 -0.012 0.008
H -0.6576 5.3168 -2.2964 -0.003 0.005 0.005
H 0.8157 4.5861 -4.1476 0.000 -0.001 -0.004
H 0.9683 2.1821 -4.7100 -0.001 -0.006 -0.008
H -0.4545 -0.5026 -2.7002 0.008 -0.009 0.012
H 0.7267 -0.0799 -3.8878 -0.014 -0.004 -0.065
H -2.3067 -0.2368 -4.3788 0.008 0.007 -0.010
H -1.0869 -1.3559 -4.9905 -0.013 -0.009 -0.001
H -1.1447 0.3067 -5.5928 0.007 0.012 -0.008
H -3.6049 1.2780 -2.7960 -0.039 -0.058 0.032
H -6.0001 0.2314 -2.3855 0.017 0.011 -0.006
H -6.9532 -1.7680 -0.8177 -0.003 -0.016 0.010
H -4.8322 -2.6219 0.6248 -0.007 -0.003 0.021
C 1.1570 -1.0312 -0.4636 -0.086 -0.041 0.054
C 2.3771 -1.2260 -0.4062 0.055 -0.016 0.042
C 3.7875 -1.4693 -0.3412 -0.066 0.046 0.029
C 4.3179 -2.5109 -1.1703 0.063 -0.008 0.024
C 3.4453 -3.4412 -1.8035 -0.028 -0.019 -0.039
C 3.9073 -4.4510 -2.6221 -0.006 0.020 0.016
C 5.2681 -4.6116 -2.8896 0.023 -0.021 -0.015
C 6.1436 -3.6934 -2.3170 -0.018 0.014 -0.006
C 5.6943 -2.6771 -1.4918 0.011 -0.027 -0.022
C 4.5561 -0.6537 0.5629 0.021 -0.008 -0.097
C 5.8318 -0.9973 1.0834 0.035 0.004 0.043
C 6.5079 -0.1857 1.9791 -0.011 -0.011 -0.001
C 5.9705 1.0184 2.4224 0.004 0.011 -0.005
C 4.7081 1.3721 1.9432 -0.006 -0.003 0.013
C 4.0240 0.5703 1.0531 -0.010 -0.013 0.031
H 2.3828 -3.3281 -1.6272 0.004 -0.003 0.003
H 3.1877 -5.1333 -3.0662 0.000 -0.003 -0.002
H 5.6266 -5.4078 -3.5319 0.003 -0.001 0.000
H 7.2075 -3.7569 -2.5305 0.002 -0.007 -0.005
H 6.4172 -1.9632 -1.1239 -0.012 -0.003 -0.041
H 6.2761 -1.9466 0.8207 -0.020 0.004 0.039
H 7.4736 -0.5155 2.3533 -0.001 0.006 0.002
H 6.5041 1.6492 3.1239 0.001 0.001 0.000
H 4.2449 2.2962 2.2767 0.001 0.008 0.002
H 3.0408 0.8623 0.7059 -0.010 0.004 -0.013
```
Forces are in eV/Å.

As for the energy relative to the best compared isomer or geometry (same formula, charge and spin): 0.121 eV. The value obtained for the LUMO energy is 4.0 eV. The charge is -2.


Record 2
This record from OMol25 describes a structure of composition C49H42AuF2N6S3 in a non-equilibrium geometry. The level of theory is ωB97M-V with the def2-TZVPD basis set.

XYZ file:
```
103
Properties=species:S:1:pos:R:3:forces:R:3
Au -1.7041 -2.3821 0.3431 0.725 -1.690 -2.408
N 0.2697 -2.2628 -0.4418 0.884 -0.245 0.061
S 1.6841 -1.9141 -0.2698 -1.521 0.299 -0.136
N 2.1271 -0.3927 -0.8108 0.032 0.147 -0.268
S 1.7417 0.9249 -0.0906 0.187 0.285 0.127
N 0.3883 1.1776 0.6063 -0.034 0.215 0.132
S -1.1683 1.0173 0.0053 -0.198 -0.918 0.168
N -1.8206 -0.2862 -0.0204 0.591 0.808 0.184
C -0.9975 1.7962 -1.6269 -0.242 -0.077 0.341
C -0.4710 0.9700 -2.6042 -0.073 -0.188 0.120
C -0.2863 1.4588 -3.8852 -0.171 0.011 0.071
C -0.6435 2.7642 -4.1864 -0.045 -0.094 0.002
C -1.1884 3.5767 -3.2065 -0.059 0.012 0.044
C -1.3734 3.0932 -1.9197 -0.038 0.111 0.168
C -2.0280 2.1577 1.1235 0.300 0.012 -0.387
C -1.6237 3.4606 1.3514 0.084 0.160 0.074
C -2.3970 4.2730 2.1692 0.142 0.019 -0.044
C -3.5484 3.7737 2.7593 -0.052 -0.067 -0.003
C -3.9267 2.4554 2.5516 0.100 0.107 0.034
C -3.1604 1.6450 1.7320 0.068 -0.259 -0.226
C 2.9671 1.2736 1.1739 -0.287 -0.018 0.012
C 4.2844 1.0140 0.8370 0.025 -0.034 -0.134
C 5.2776 1.2806 1.7619 -0.076 0.058 -0.089
C 4.9406 1.8089 2.9992 -0.012 0.008 0.051
C 3.6172 2.0621 3.3235 0.059 0.072 -0.074
C 2.6164 1.7964 2.4030 -0.158 0.068 -0.110
C 2.0890 2.2365 -1.2654 0.102 -0.300 -0.023
C 1.8811 3.5280 -0.8085 0.018 -0.034 0.142
C 2.1168 4.5905 -1.6612 0.038 -0.105 0.066
C 2.5586 4.3439 -2.9529 0.030 -0.062 -0.068
C 2.7818 3.0467 -3.3902 0.064 0.078 0.078
C 2.5457 1.9765 -2.5421 0.131 -0.151 0.152
C 2.7339 -2.8649 -1.4365 -0.148 0.126 0.436
C 4.1083 -3.0068 -1.3683 0.152 0.105 0.156
C 4.7613 -3.7590 -2.3362 0.038 0.064 0.070
C 4.0549 -4.3294 -3.3827 -0.086 0.050 0.073
C 2.6815 -4.1538 -3.4581 0.090 0.012 0.048
C 2.0186 -3.4404 -2.4738 -0.267 0.061 0.165
C 2.2704 -1.8106 1.4620 -0.002 -0.393 -0.452
C 3.5203 -2.1491 1.9440 0.237 -0.081 -0.009
C 3.8215 -1.9033 3.2769 0.023 -0.046 -0.142
C 2.8728 -1.3489 4.1204 -0.119 -0.021 -0.011
C 1.6125 -1.0385 3.6341 0.138 -0.071 -0.053
C 1.3152 -1.2616 2.2997 -0.326 -0.167 -0.053
H -0.2210 -0.0472 -2.3431 0.027 -0.244 -0.057
H 0.1222 0.8185 -4.6507 0.064 -0.103 -0.088
H -0.5173 3.1404 -5.1902 0.038 0.051 -0.089
H -1.4919 4.5845 -3.4481 -0.011 0.088 0.014
H -1.8241 3.7184 -1.1661 -0.055 0.100 0.051
H -0.7136 3.8352 0.9088 0.093 0.082 -0.064
H -2.0996 5.2966 2.3507 0.035 0.013 -0.011
H -4.1479 4.4123 3.3906 -0.037 0.053 0.047
H -4.8125 2.0610 3.0275 -0.023 -0.048 0.024
H -3.4072 0.6111 1.5504 -0.117 -0.173 -0.010
H 4.5087 0.6115 -0.1396 0.142 -0.074 -0.075
H 6.3098 1.0877 1.5150 0.094 -0.023 -0.030
H 5.7181 2.0264 3.7144 0.082 0.016 0.096
H 3.3663 2.4755 4.2880 -0.050 0.018 0.089
H 1.5745 1.9791 2.6129 -0.114 0.026 0.135
H 1.5497 3.6788 0.2084 -0.049 0.136 0.091
H 1.9679 5.6036 -1.3191 -0.039 0.056 0.025
H 2.7280 5.1718 -3.6229 0.069 0.090 -0.083
H 3.1458 2.8678 -4.3901 -0.003 -0.027 -0.100
H 2.7060 0.9514 -2.8413 0.013 -0.048 -0.120
H 4.6824 -2.5500 -0.5790 0.063 0.092 -0.010
H 5.8307 -3.8946 -2.2694 0.061 0.015 0.019
H 4.5695 -4.9148 -4.1306 0.038 0.006 -0.044
H 2.1272 -4.5782 -4.2802 -0.099 -0.070 -0.038
H 0.9458 -3.3223 -2.4784 -0.114 -0.004 -0.081
H 4.2581 -2.6157 1.3156 0.097 -0.036 -0.041
H 4.8028 -2.1542 3.6521 0.045 -0.056 0.025
H 3.1063 -1.1824 5.1619 0.036 0.039 0.055
H 0.8588 -0.6335 4.2918 -0.116 0.044 0.019
H 0.3404 -1.0305 1.8973 -0.132 0.002 0.158
C -4.7361 -2.3406 -0.6915 -0.183 0.005 -0.303
N -3.9138 -2.3782 0.4787 0.866 -0.195 0.128
C -4.3494 -2.3092 1.6853 -0.178 -0.196 -0.023
C -3.4444 -2.3839 2.7546 0.640 0.024 0.832
C -3.6129 -2.3997 4.1489 -0.211 0.085 -0.168
C -2.3497 -2.5793 4.6889 -0.026 -0.031 0.379
C -1.4597 -2.6760 3.6176 -0.396 0.017 0.088
N -2.1124 -2.5452 2.4718 -0.177 -0.018 0.549
C -4.3853 -1.1363 -1.5309 -0.191 -0.148 -0.087
C -3.7430 -1.2836 -2.7508 -0.169 -0.013 0.137
C -3.4560 -0.1724 -3.5232 0.043 0.076 -0.106
C -3.7800 1.0932 -3.0695 -0.005 -0.021 -0.132
C -4.3794 1.2476 -1.8318 -0.133 0.027 0.107
C -4.6883 0.1375 -1.0687 -0.120 -0.094 -0.187
H -5.7979 -2.3115 -0.4095 0.094 -0.055 -0.035
H -4.5414 -3.2612 -1.2524 -0.205 0.114 -0.068
H -5.4177 -2.2446 1.9009 0.006 0.063 -0.176
H -4.5433 -2.3001 4.6758 -0.167 -0.002 0.127
H -2.0861 -2.6540 5.7247 -0.020 -0.029 0.288
H -0.4067 -2.8688 3.6429 0.288 -0.031 0.011
H -3.4899 -2.2720 -3.1074 0.008 -0.120 -0.032
H -2.9810 -0.2955 -4.4839 0.066 -0.007 -0.140
H -3.5614 1.9582 -3.6775 0.032 0.075 -0.057
H -4.6169 2.2342 -1.4626 -0.062 0.143 0.026
H -5.1815 0.2582 -0.1141 -0.043 0.003 0.113
F -2.7500 -5.2156 0.3445 0.382 0.754 -0.068
C -1.5802 -4.5725 0.0840 -0.173 0.499 0.809
F -0.6540 -5.1106 0.9200 -0.330 0.661 -0.289
H -1.2887 -4.8231 -0.9438 -0.018 0.530 0.082
```
Forces are in eV/Å.

As for the energy relative to the best compared isomer or geometry (same formula, charge and spin): 1.868 eV. The value obtained for the LUMO energy is -2.8 eV. The charge is +1.


Record 3
This record from OMol25 describes the molecule C4H7NO. The level of theory is ωB97M-V with the def2-TZVPD basis set.

XYZ file:
```
13
Properties=species:S:1:pos:R:3:forces:R:3
O -2.0891 -0.2031 -0.0293 0.104 -0.201 0.235
C -0.8763 0.2332 -0.5764 0.017 0.066 -0.103
C 0.0384 1.2122 0.2543 -0.086 0.088 0.091
C 1.1295 0.1507 0.2140 0.225 0.197 -0.005
N 0.5403 -1.0371 0.8510 0.059 -0.161 0.088
C 0.2831 -0.7680 -0.5784 -0.112 -0.189 -0.314
H -1.8567 -0.8074 0.6886 -0.042 0.098 0.117
H -1.1479 0.6154 -1.5570 0.349 0.132 -0.113
H -0.3347 1.4445 1.2546 0.045 -0.009 -0.092
H 0.3015 2.1353 -0.2715 -0.151 -0.198 -0.008
H 2.2062 0.2885 0.1713 -0.234 -0.033 0.032
H 1.2555 -1.7601 0.9089 -0.113 0.070 -0.022
H 0.5501 -1.5041 -1.3302 -0.060 0.140 0.094
```
Forces are in eV/Å.

As for the energy relative to the best compared isomer or geometry (same formula, charge and spin): 2.634 eV. The value obtained for the LUMO energy is 1.0 eV.


Q: Among the records above, which one has the highest energy relative to the best compared isomer or geometry (same formula, charge and spin)?
A: C4H7NO


Q: Which of these has the lowest energy relative to the best compared isomer or geometry (same formula, charge and spin)?
A: C40H42BaN2